1.
Here is a structure of composition BeFH14O7 in a non-equilibrium geometry from the Open Molecules 2025 dataset. Energies are from ωB97M-V/def2-TZVPD.

Element x y z (Å)
1 Be -17.463 12.605 23.512
2 F -18.696 11.756 23.424
3 O -19.742 9.494 23.800
4 H -19.260 8.843 23.322
5 H -19.315 10.375 23.639
6 O -16.640 9.976 25.023
7 H -17.005 9.461 24.340
8 H -16.543 9.545 25.862
9 O -17.690 10.379 20.455
10 H -18.113 9.947 21.215
11 H -18.111 11.207 20.235
12 O -16.679 12.628 24.883
13 H -16.648 11.688 25.085
14 H -15.720 12.804 24.696
15 O -20.792 11.810 21.821
16 H -20.094 11.689 22.469
17 H -20.518 11.376 20.991
18 O -17.739 14.251 23.061
19 H -16.965 14.765 22.724
20 H -18.456 14.586 22.494
21 O -16.508 11.975 22.297
22 H -16.020 12.565 21.731
23 H -16.843 11.274 21.720

Output
HOMO-LUMO gap (eV): 9.43
E_LUMO (Ha): -0.159
2S+1: 1
HOMO energy (eV): -13.8
Net charge: +1



2.
Here is a structure of composition BeH3NO4SSe2Te2 in a non-equilibrium geometry from the Open Molecules 2025 dataset. Energies are from ωB97M-V/def2-TZVPD.

Element x y z (Å)
1 Be 4.384 5.581 4.051
2 Se 5.674 4.467 6.683
3 Te 3.235 4.750 6.467
4 Te 3.571 2.694 4.478
5 Se 3.469 4.080 2.530
6 O 8.351 6.165 3.673
7 S 7.217 6.082 4.590
8 O 6.902 7.306 5.396
9 O 5.869 5.887 3.685
10 O 7.289 4.784 5.407
11 N 3.730 7.235 4.216
12 H 3.258 7.667 3.416
13 H 4.674 7.605 4.343
14 H 3.130 7.291 5.047

Output
HOMO-LUMO gap (spin up / spin down) (eV): 4.34 / 3.30
E_LUMO (spin up / spin down) (Ha): 0.169 / 0.169
2S+1: 1
HOMO energy (spin up / spin down) (eV): 0.3 / 1.3
Net charge: -2



3.
Here is a structure of composition BeH6O7S in a non-equilibrium geometry from the Open Molecules 2025 dataset. Energies are from ωB97M-V/def2-TZVPD.

Element x y z (Å)
1 Be -0.219 -0.495 0.089
2 S 1.181 1.995 -0.474
3 O 0.474 0.711 -0.220
4 O 0.449 3.021 0.241
5 O 2.507 1.827 0.065
6 O 1.245 2.241 -1.941
7 O -1.497 -0.385 1.219
8 H -1.696 -0.861 2.017
9 H -1.793 0.515 1.367
10 O -0.973 -0.993 -1.364
11 H -1.616 -0.290 -1.715
12 H -0.497 -1.220 -2.183
13 O 0.651 -1.701 0.811
14 H 1.542 -2.017 0.682
15 H 0.235 -2.351 1.401

Output
HOMO-LUMO gap (eV): 5.33
E_LUMO (Ha): -0.059
2S+1: 1
HOMO energy (eV): -6.9
Net charge: 0



4.
Here is an isolated molecule of Br2ClOPS2 in a non-equilibrium geometry from the Open Molecules 2025 dataset. Energies are from ωB97M-V/def2-TZVPD.

Element x y z (Å)
1 O -1.311 1.588 -0.470
2 P -0.529 0.391 -0.734
3 S 0.250 -0.366 1.517
4 S 1.558 1.340 -1.158
5 Cl -0.134 -3.927 1.997
6 Br 1.123 -2.208 0.797
7 Br 2.609 -0.510 -1.636

Output
HOMO-LUMO gap (spin up / spin down) (eV): 5.28 / 5.30
E_LUMO (spin up / spin down) (Ha): -0.144 / -0.144
2S+1: 1
HOMO energy (spin up / spin down) (eV): -9.2 / -9.2
Net charge: 0



5.
Here is a structure of composition Br2FH2PSi in a non-equilibrium geometry from the Open Molecules 2025 dataset. Energies are from ωB97M-V/def2-TZVPD.

Element x y z (Å)
1 F -2.263 1.091 -0.792
2 Si 1.580 -0.410 -1.188
3 P -0.989 0.358 -0.019
4 Br 1.541 -2.314 0.090
5 Br 2.657 0.948 0.337
6 H -1.609 -0.838 0.495
7 H -0.917 1.165 1.078

Output
HOMO-LUMO gap (eV): 8.71
E_LUMO (Ha): -0.015
2S+1: 1
HOMO energy (eV): -9.1
Net charge: 0



6.
Here is a cluster of 2 separate species, Br2H2O2P in total in a non-equilibrium geometry from the Open Molecules 2025 dataset. Energies are from ωB97M-V/def2-TZVPD.

Element x y z (Å)
1 O -0.487 0.314 -1.434
2 O 0.589 -1.135 0.170
3 P -0.496 -0.015 0.132
4 Br 1.572 2.005 1.440
5 Br -2.610 -0.426 0.640
6 H 0.275 0.700 -1.831
7 H 1.158 -1.442 0.883

Output
HOMO-LUMO gap (spin up / spin down) (eV): 7.22 / 7.06
E_LUMO (spin up / spin down) (Ha): -0.308 / -0.295
2S+1: 1
HOMO energy (spin up / spin down) (eV): -15.6 / -15.1
Net charge: +1